[1]
6
Properties=species:S:1:pos:R:3 method="wB97M-V/def2-TZVPD" lumo_ev="-0.223 / -0.835" spin_multiplicity=1 homo_ev="-11.056 / -9.088" charge=0 relative_energy_kcal_mol=22.3 largest_force_ev_per_a=4.57
N 2.88 0.10 -0.03
O 2.59 1.20 -0.20
O 3.70 -0.67 0.22
O -0.03 -0.03 -0.69
O 0.83 -1.02 -0.38
H -0.61 0.08 0.08

***

[2]
11
Properties=species:S:1:pos:R:3 method="wB97M-V/def2-TZVPD" lumo_ev=5.380 spin_multiplicity=1 homo_ev=-1.264 charge=-2 relative_energy_kcal_mol=5.8 largest_force_ev_per_a=3.53
N 2.54 -0.76 1.53
O -1.61 -0.28 1.14
O 0.28 1.15 0.41
O 2.77 0.09 2.40
O 1.36 -1.03 1.09
O -2.02 1.89 -0.32
O -0.20 0.45 -2.92
P -0.72 -0.51 -1.84
P -1.18 0.75 0.18
S -1.79 -1.97 -2.47
H 0.58 0.20 0.79

***

[3]
10
Properties=species:S:1:pos:R:3 method="wB97M-V/def2-TZVPD" lumo_ev=6.491 spin_multiplicity=1 homo_ev=-0.798 charge=-2 relative_energy_kcal_mol=0.0 largest_force_ev_per_a=3.61
N 1.58 -0.68 0.94
O 2.11 -0.70 -1.47
O 0.05 0.52 -0.87
O 0.16 -1.93 -0.74
O -0.90 0.48 1.45
O -1.17 2.38 -0.03
O -2.44 0.35 -0.39
S 1.03 -0.77 -0.49
S -1.17 0.91 0.09
H 0.74 -0.57 1.50

***

[4]
5
Properties=species:S:1:pos:R:3 method="wB97M-V/def2-TZVPD" lumo_ev=-0.329 spin_multiplicity=1 homo_ev=-8.278 smiles="N=P#P=O" charge=0 relative_energy_kcal_mol=12.3 largest_force_ev_per_a=4.29
N 0.49 0.36 0.21
O -0.68 3.03 -1.01
P -0.25 2.71 0.31
P 1.35 1.36 -0.56
H 0.62 -0.59 -0.07

***

[5]
4
Properties=species:S:1:pos:R:3 method="wB97M-V/def2-TZVPD" lumo_ev=-1.537 spin_multiplicity=1 homo_ev=-9.033 smiles=[nH]1ss1 charge=0 relative_energy_kcal_mol=13.0 largest_force_ev_per_a=3.53
N -0.37 -0.02 -0.42
S 0.77 1.09 0.16
S 0.76 -1.19 0.15
H -1.16 0.12 0.10

***

[6]
5
Properties=species:S:1:pos:R:3 method="wB97M-V/def2-TZVPD" lumo_ev="-1.339 / -1.730" spin_multiplicity=1 homo_ev="-9.241 / -8.072" charge=0 relative_energy_kcal_mol=72.1 largest_force_ev_per_a=2.30
O -0.09 1.39 0.08
O -0.55 -0.98 -0.62
P 0.98 -0.75 -0.16
S -1.30 0.70 -0.47
H 0.95 -0.37 1.17